1.
# C8H11O3

A single C8H11O3 molecule (ωB97M-V/def2-TZVPD, the Open Molecules 2025 dataset).

energy above the lowest of the compared OMol25 structures with the same formula, charge and spin: 196.78 kJ/mol
<S²>: 0.76

Structure (ORCA input):
```
! wB97M-V def2-TZVPD RIJCOSX def2/J DEFGRID3
* xyz 0 2
C 0.176 -0.475 2.253
C 0.340 -0.627 0.799
O 1.644 -0.798 0.234
O -2.285 -1.255 -2.838
C 1.123 0.433 -0.085
C 1.804 1.593 0.568
C 0.532 0.668 -1.395
C -0.352 0.064 -2.253
C -1.737 -0.405 -2.122
C -0.906 -0.953 0.188
O -1.438 -2.157 0.209
H -0.395 0.443 2.477
H -0.415 -1.336 2.595
H 1.118 -0.491 2.794
H 2.196 2.275 -0.191
H 1.061 2.167 1.127
H 2.625 1.313 1.244
H 1.086 1.475 -1.894
H -0.018 0.100 -3.313
H -2.330 0.171 -1.378
H -1.616 -0.116 0.176
H -2.215 -2.089 0.805
*
```

Okay, here come the Löwdin numbers, in e, for every atom: C -0.003; C -0.375; O 0.077; O 0.025; C -0.442; C -0.001; C 0.006; C -0.019; C -0.304; C -0.218; O 0.069; H 0.103; H 0.092; H 0.097; H 0.080; H 0.089; H 0.101; H 0.110; H 0.129; H 0.115; H 0.131; H 0.140



2.
# C8H11PS2

A single C8H11PS2 molecule (ωB97M-V/def2-TZVPD, the Open Molecules 2025 dataset).

energy above the lowest of the compared OMol25 structures with the same formula, charge and spin: 231.30 kJ/mol

Structure (ORCA input):
```
! wB97M-V def2-TZVPD RIJCOSX def2/J DEFGRID3
* xyz 0 1
C -1.047 -0.710 -1.481
C 0.441 -2.556 -1.592
C -0.412 -0.098 -0.435
C 1.092 -2.046 -0.481
C -0.647 -1.867 -2.170
C 0.671 -0.868 0.114
C -1.328 -2.422 -3.343
C 1.475 2.712 2.730
P 1.560 -0.519 1.705
S 0.120 0.189 2.983
S 0.277 2.351 4.194
H -1.827 -0.043 -1.834
H 0.741 -3.513 -1.993
H -0.865 0.765 -0.075
H 1.915 -2.560 -0.171
H -2.400 -2.176 -3.418
H -0.727 -1.975 -4.140
H -1.150 -3.537 -3.352
H 1.282 2.036 1.864
H 2.443 2.577 3.256
H 1.194 3.741 2.504
H 0.532 -0.381 4.162
*
```

Okay, here come the Löwdin numbers, in e, for every atom: C -0.065; C -0.036; C -0.090; C -0.153; C -0.287; C -0.514; C -0.060; C -0.523; P 0.635; S 0.268; S 0.336; H 0.111; H 0.110; H 0.080; H 0.061; H 0.090; H 0.090; H 0.098; H -0.064; H 0.022; H 0.001; H -0.111